No. 1
The following is a quantum chemistry calculation of FH2N2O as an isolated structure in a non-equilibrium geometry, from OMol25.

```
6
Properties=species:S:1:pos:R:3:forces:R:3
N 0.599681 -1.062303 -0.251841 -1.4 -0.3 0.0
N -0.214024 1.022331 -0.103383 1.0 0.1 -0.7
O 0.658799 1.789500 0.037391 -0.7 -0.8 0.1
F -1.013508 0.872583 1.302615 -0.3 0.1 0.7
H -0.161996 -1.657898 0.175673 0.9 0.8 0.1
H 0.131048 -0.964212 -1.160456 0.5 0.1 -0.3
```
Positions in Å, forces in eV/Å.

Summary:
Charge: -1
Kohn-Sham gap (alpha / beta) in Eh: 0.3099 / 0.2689
Electronic energy in hartree: -285.7002

Löwdin atomic charge list, values in e, 2 entries: -0.15 -0.14

***

No. 2
The following is a quantum chemistry calculation of Cl4V as an isolated structure in a non-equilibrium geometry, from OMol25.

```
5
Properties=species:S:1:pos:R:3:forces:R:3
V -7.591030 -21.398180 17.384220 1.7 0.5 -0.9
Cl -6.675930 -23.796330 17.753050 -0.8 0.3 0.1
Cl -8.631380 -18.743500 17.070360 0.0 -0.9 0.4
Cl -5.451850 -20.702020 18.427500 -0.6 0.1 0.0
Cl -7.365910 -21.490440 14.947900 -0.3 -0.1 0.4
```
Positions in Å, forces in eV/Å.

Summary:
2S+1: 4
Charge: -2
Kohn-Sham gap (alpha / beta) in Eh: 0.2697 / 0.2866
Electronic energy in hartree: -2784.9597

Löwdin atomic charge list, values in e, 2 entries: -0.07 -0.49

***

No. 3
The following is a quantum chemistry calculation of a 2-piece molecular cluster, C32H38N3O overall in a non-equilibrium geometry, from OMol25.

```
74
Properties=species:S:1:pos:R:3:forces:R:3
C 2.250113 5.274625 0.952118 -0.3 0.4 0.0
N 2.013853 3.861653 0.760881 0.3 -0.4 0.0
C 3.028695 2.982441 0.494070 1.2 0.9 -0.4
O 4.203166 3.294896 0.320301 -1.7 -0.7 0.4
C 2.408851 1.594572 0.402177 0.6 0.0 -0.4
C 2.907758 0.623202 1.473755 0.1 -0.3 0.4
C 4.377374 0.302790 1.324101 0.1 0.0 -0.1
C 5.270944 0.619312 2.348436 0.0 0.1 -0.3
C 6.644003 0.482076 2.142216 -0.1 -0.3 -0.2
C 7.116760 -0.043492 0.931480 -0.3 0.2 0.2
C 6.215068 -0.432403 -0.065262 -0.2 0.0 0.2
C 4.841850 -0.269494 0.135253 0.3 0.2 0.3
N 0.981333 1.878696 0.549639 -1.3 -2.4 -0.1
C 0.116762 0.847167 0.490461 1.3 1.2 -0.2
C -1.253089 0.987860 0.615971 -1.4 -0.1 0.2
C -2.215408 -0.012058 0.518376 0.6 1.1 0.3
C -3.616960 0.273360 0.710859 -1.4 0.6 0.2
C -4.620764 -0.737967 0.688384 0.6 0.3 0.0
C -5.960799 -0.434827 0.920862 -0.1 0.1 0.0
C -6.378665 0.876558 1.178831 0.7 -0.3 -0.1
C -5.413319 1.886666 1.202646 0.1 0.1 -0.1
C -4.077260 1.600904 0.961907 0.2 -0.4 0.0
C 0.674016 3.293889 0.818189 -0.1 0.9 0.3
C 0.069617 3.535634 2.212844 0.2 -0.3 0.2
C -0.217954 3.951965 -0.245599 0.2 -0.2 -0.3
H 3.324177 5.456398 0.876710 -0.2 -0.1 0.0
H 1.720116 5.859708 0.186990 0.3 -0.1 0.2
H 1.887409 5.594098 1.940021 0.2 -0.1 -0.2
H 2.619810 1.177793 -0.601645 -0.2 0.3 0.4
H 2.714661 1.058885 2.470043 0.0 -0.2 -0.3
H 2.330404 -0.311366 1.392828 0.0 0.2 0.1
H 4.868864 0.999797 3.291780 0.3 0.0 -0.3
H 7.336576 0.790045 2.925179 -0.1 -0.2 -0.2
H 8.187727 -0.139928 0.765946 -0.2 0.0 0.0
H 6.573094 -0.855929 -1.004305 0.0 0.1 0.3
H 4.119752 -0.570576 -0.627294 0.3 0.1 0.1
H 0.546013 -0.136856 0.317233 0.1 0.2 0.0
H -1.543014 2.006731 0.827136 -0.4 -0.4 0.0
H -1.908798 -1.039206 0.339938 -0.1 0.0 0.1
H -4.315432 -1.767076 0.492783 -0.1 0.2 0.1
H -6.706550 -1.226416 0.904849 0.2 0.1 0.0
H -7.425585 1.107895 1.366870 0.3 -0.1 -0.1
H -5.698107 2.916150 1.406127 0.0 -0.2 -0.1
H -3.364936 2.426969 0.968697 -0.3 -0.2 0.0
H 0.766637 3.198212 2.992038 -0.2 0.1 -0.2
H -0.110740 4.611715 2.334410 0.0 -0.3 0.0
H -0.881518 3.013350 2.347803 0.2 0.2 0.0
H 0.281934 3.911053 -1.221339 -0.2 0.1 0.2
H -1.189316 3.460013 -0.331835 0.1 0.2 0.0
H -0.385336 4.999691 0.035691 0.0 -0.3 -0.1
C -2.506174 -2.376008 -5.038564 0.0 -0.1 0.2
C -3.548565 -2.391716 -4.105364 0.2 -0.1 0.1
C -3.276986 -2.683367 -2.767135 0.3 0.1 -0.2
C -1.972492 -2.978195 -2.363656 0.0 -0.3 0.0
C -1.756822 -3.496511 -0.954959 -0.6 0.3 0.1
C -1.293771 -4.974024 -0.914160 0.2 0.1 0.0
C -0.104518 -5.015971 0.066932 -0.2 -0.3 0.1
C 0.258232 -3.552498 0.367294 0.8 0.0 -0.3
N -0.837932 -2.700180 -0.122201 0.5 -0.4 0.4
C -0.921973 -2.957143 -3.295447 -0.4 0.3 -0.2
C -1.190865 -2.644870 -4.636440 -0.1 -0.1 0.5
H -2.723932 -2.180738 -6.086367 0.1 0.0 0.2
H -4.581700 -2.218240 -4.407757 0.3 0.0 0.0
H -4.073960 -2.711718 -2.017172 0.2 0.0 -0.4
H -2.723023 -3.448265 -0.435539 -0.1 0.0 -0.3
H -2.130413 -5.595612 -0.566143 0.4 0.1 -0.2
H -0.994332 -5.321378 -1.912806 -0.2 0.2 0.3
H -0.398646 -5.557219 0.973083 0.1 0.2 -0.1
H 0.752603 -5.556884 -0.352687 -0.2 0.2 0.1
H 0.471925 -3.426529 1.435733 -0.2 0.2 -0.2
H 1.169944 -3.264629 -0.186704 -0.1 -0.3 0.3
H -0.452870 -1.884554 -0.584216 -0.1 -0.4 -0.5
H 0.098624 -3.193351 -2.972431 -0.4 0.0 -0.2
H -0.376119 -2.649582 -5.362845 -0.3 0.0 0.2
```
Positions in Å, forces in eV/Å.

Summary:
Charge: +1
Kohn-Sham gap in Eh: 0.2377
Electronic energy in hartree: -1481.4479

Löwdin atomic charge list, values in e, 2 entries: 0.00 -0.04

***

No. 4
The following is a quantum chemistry calculation of one molecule with the formula C5H10FN in a non-equilibrium geometry, from OMol25.

```
17
Properties=species:S:1:pos:R:3:forces:R:3
H -2.197044 -2.001789 -0.495662 0.7 -0.1 -0.2
N -2.306904 -0.998193 -0.537508 -2.9 -0.7 -1.1
C -1.493320 -0.319067 0.077058 2.7 -3.2 0.8
C -1.552121 1.087234 0.243065 0.4 3.2 -1.9
C -0.128173 -1.139649 0.682364 -4.2 0.4 0.3
F -0.095767 -2.364052 -0.005360 0.4 0.7 0.1
C 1.071235 -0.299328 0.514099 1.1 2.1 1.2
C 1.569288 -0.159767 -0.912175 -2.3 -1.3 -0.9
H -0.617395 1.413484 -0.213248 0.1 0.6 0.0
H -1.447735 1.346808 1.247324 0.0 0.5 1.9
H -2.321994 1.765647 -0.234975 0.3 -1.6 0.5
H -0.502236 -1.444985 1.712326 1.2 0.7 -0.8
H 0.811143 0.791254 0.948848 0.9 -2.7 -0.5
H 1.947915 -0.755027 1.021633 -0.6 0.6 0.4
H 1.934393 -1.137734 -1.162494 0.0 -0.7 -0.5
H 0.758523 0.083016 -1.679155 1.2 0.1 1.0
H 2.441798 0.413488 -0.959765 0.9 1.5 -0.2
```
Positions in Å, forces in eV/Å.

Summary:
SMILES: [H]/N=C(/C)[C@@H](F)CC
Charge: 0
Kohn-Sham gap in Eh: 0.3706
Electronic energy in hartree: -351.0733

Löwdin atomic charge list, values in e, 2 entries: 0.06 0.15

***

No. 5
The following is a quantum chemistry calculation of C3H6FeO3 as an isolated structure in a non-equilibrium geometry, from OMol25.

```
13
Properties=species:S:1:pos:R:3:forces:R:3
C -1.468157 -0.176543 -0.624159 -1.4 -0.3 -0.2
C -0.282359 -0.753959 -0.378472 1.3 -0.2 -0.7
O 0.860851 0.086154 -0.384546 -1.8 0.9 0.5
C 1.994705 -0.302599 -0.950576 1.7 -1.5 -0.8
O 2.729164 0.797404 -0.811695 -0.9 0.2 0.5
Fe 1.321715 2.068606 0.031642 0.5 1.0 0.3
H -2.352186 -0.799642 -0.490928 -0.1 0.0 -0.2
H -1.578803 0.734108 -1.213989 -0.1 0.4 0.6
H -0.024413 -1.803113 -0.507938 0.0 -0.3 0.7
H 3.665949 0.688334 -1.036537 0.9 -0.1 -0.4
H -1.171325 -0.903554 2.032320 -1.0 2.0 1.0
O -1.373790 0.099477 2.156674 2.0 -2.0 -1.6
H -2.321353 0.265324 2.178204 -1.0 -0.2 0.3
```
Positions in Å, forces in eV/Å.

Summary:
2S+1: 6
Charge: +3
Kohn-Sham gap (alpha / beta) in Eh: 0.3113 / 0.2409
Electronic energy in hartree: -1605.7699

Löwdin atomic charge list, values in e, 2 entries: 0.26 0.01

***

No. 6
The following is a quantum chemistry calculation of an isolated ion of composition C4H10N3S and charge +1 in a non-equilibrium geometry, from OMol25.

```
18
Properties=species:S:1:pos:R:3:forces:R:3
C 0.918394 0.775682 -2.004014 2.7 0.5 1.9
N 0.132774 -0.086835 -1.110572 1.8 0.7 3.3
C 0.799401 -1.242103 -0.489194 -0.8 1.0 1.9
C 0.517814 -1.278757 0.825000 -1.3 -0.1 0.7
N -0.396983 -0.194792 1.282532 2.3 -2.7 -1.1
N -0.337870 0.288236 2.561890 0.1 -0.6 3.3
C -0.638575 0.696347 0.228110 -1.8 -2.7 -3.0
S -2.374190 0.911630 -0.345924 0.0 -0.9 1.2
H 0.425520 0.860096 -2.909367 -1.1 0.5 -1.7
H 1.002654 1.739275 -1.454441 0.3 -0.5 -0.9
H 1.946440 0.346747 -2.231571 -1.3 0.5 0.6
H -0.586732 -0.408850 -1.648989 -2.9 -1.2 -1.4
H 1.315528 -1.912303 -1.123830 0.5 -0.5 -0.3
H 0.721283 -2.117602 1.585616 -0.1 1.6 -1.4
H 0.640831 0.431958 2.988752 -1.9 -0.4 -1.2
H -0.935148 -0.337405 3.231439 1.6 1.7 -1.7
H -0.269054 1.647179 0.181156 1.6 2.4 0.6
H -2.882088 -0.118504 0.433409 0.4 0.7 -0.7
```
Positions in Å, forces in eV/Å.

Summary:
SMILES: C[N@H+]1C=CN(N)[C@@H]1S
Charge: +1
Kohn-Sham gap in Eh: 0.3848
Electronic energy in hartree: -720.5033

Löwdin atomic charge list, values in e, 2 entries: 0.02 -0.10

***

No. 7
The following is a quantum chemistry calculation of a 3-piece molecular cluster, C4H10N2O3 overall in a non-equilibrium geometry, from OMol25.

```
19
Properties=species:S:1:pos:R:3:forces:R:3
C 2.140693 0.233864 -3.602612 -0.1 0.3 0.5
C -0.731414 0.049427 1.046277 1.8 -1.1 0.5
C 1.789517 -0.278154 0.540604 -2.8 2.5 -0.4
C 0.311993 -0.235630 -0.050521 -0.7 -1.7 0.4
N -1.799286 0.055424 -1.663815 0.9 1.8 1.5
N 0.199399 0.693839 -1.175178 -1.6 -1.0 -1.2
O 1.680919 0.694606 -4.533211 -1.1 0.9 -2.3
O 2.599335 -0.177033 -2.644799 1.2 -1.2 1.8
O 0.004463 1.976633 -0.856562 -1.3 0.2 2.8
H -1.668166 0.201651 0.602182 -1.4 0.5 -0.5
H -0.826436 -0.863820 1.671428 0.2 0.8 0.0
H -0.394486 0.897978 1.637589 -0.2 0.0 0.4
H 2.443036 -0.260846 -0.287992 1.1 -0.7 -0.6
H 1.771455 -1.103096 1.206608 0.7 -0.7 0.5
H 1.933367 0.707630 1.075753 -0.1 -1.2 -0.2
H -0.027554 -1.282469 -0.492173 1.4 2.1 0.7
H -1.680048 -0.895138 -1.424894 0.2 -1.6 0.8
H -1.747466 -0.035722 -2.638007 0.3 0.5 -2.2
H -0.534384 2.047459 0.047491 1.4 -0.3 -2.4
```
Positions in Å, forces in eV/Å.

Summary:
Charge: 0
Kohn-Sham gap (alpha / beta) in Eh: 0.3654 / 0.3283
Electronic energy in hartree: -493.4884

Löwdin atomic charge list, values in e, 2 entries: -0.46 -0.10

***

What did the fifth record say?
The following is a quantum chemistry calculation of C3H6FeO3 as an isolated structure in a non-equilibrium geometry, from OMol25.

```
13
Properties=species:S:1:pos:R:3:forces:R:3
C -1.468157 -0.176543 -0.624159 -1.4 -0.3 -0.2
C -0.282359 -0.753959 -0.378472 1.3 -0.2 -0.7
O 0.860851 0.086154 -0.384546 -1.8 0.9 0.5
C 1.994705 -0.302599 -0.950576 1.7 -1.5 -0.8
O 2.729164 0.797404 -0.811695 -0.9 0.2 0.5
Fe 1.321715 2.068606 0.031642 0.5 1.0 0.3
H -2.352186 -0.799642 -0.490928 -0.1 0.0 -0.2
H -1.578803 0.734108 -1.213989 -0.1 0.4 0.6
H -0.024413 -1.803113 -0.507938 0.0 -0.3 0.7
H 3.665949 0.688334 -1.036537 0.9 -0.1 -0.4
H -1.171325 -0.903554 2.032320 -1.0 2.0 1.0
O -1.373790 0.099477 2.156674 2.0 -2.0 -1.6
H -2.321353 0.265324 2.178204 -1.0 -0.2 0.3
```
Positions in Å, forces in eV/Å.

Summary:
2S+1: 6
Charge: +3
Kohn-Sham gap (alpha / beta) in Eh: 0.3113 / 0.2409
Electronic energy in hartree: -1605.7699

Löwdin atomic charge list, values in e, 2 entries: 0.26 0.01

***

> Number 7 is which compound?

C4H10N2O3

***

> electronic energy of number 2 (Cl4V)?

-2784.9597 hartree